Entry from the OMol25 dataset: a 12-piece molecular cluster, C42H89Cl4N5O10 overall in a non-equilibrium geometry (ωB97M-V/def2-TZVPD).

```
150
Properties=species:S:1:pos:R:3:forces:R:3:mulliken_charge:R:1
C 5.5056 3.1882 -2.9968 0.6 1.1 -1.0 -0.162
C -3.8407 3.5264 -1.2515 -0.7 1.1 -0.2 -1.278
C -1.2042 -5.6987 1.6699 1.1 -0.2 0.5 -0.711
H -3.2022 -1.1142 -0.5977 0.2 0.1 0.2 0.183
N -4.7669 0.6647 1.5805 -1.4 -0.3 -0.4 -0.587
Cl 4.1532 -5.5156 -2.0049 -0.3 0.4 -0.1 -0.190
H 5.7900 1.3142 4.9593 0.9 -0.9 0.3 0.107
O -4.3237 -0.9099 -5.0373 -0.1 -0.6 -0.1 -0.330
H 1.6416 1.1560 5.1849 1.0 0.4 -0.7 0.318
C -3.1586 -1.2795 -5.7818 1.0 -0.4 2.0 -0.569
C -7.8175 -2.7671 -0.4302 -1.3 0.1 1.8 -0.705
H -8.3053 0.9278 -2.3223 0.3 -1.2 0.1 0.323
H 0.6903 4.6475 4.7809 -0.3 -0.5 -1.1 0.383
H 1.0785 -3.1101 -0.2323 0.7 -0.3 0.2 0.308
C 5.0683 1.7674 -2.8983 0.0 -0.7 1.0 -0.107
H 5.2523 0.0867 -1.5568 0.1 0.0 0.1 0.133
H 6.1841 -0.4144 4.7879 -1.1 -1.4 -0.6 0.163
C 6.3015 2.4751 2.6075 0.6 -0.9 0.0 0.249
O -8.0849 -1.2845 -2.2841 0.2 1.1 0.8 -0.369
H -3.4270 6.1280 -0.3777 0.4 -0.7 0.9 0.436
C -3.6579 0.5327 1.8054 1.5 0.9 0.4 -0.033
H 8.2162 -0.1345 3.7260 0.1 0.7 0.3 0.330
H 5.0669 3.6294 -3.8747 -0.9 0.5 -0.1 0.397
O -7.1837 -3.8006 -1.1028 0.9 -0.2 -0.4 -0.175
C 6.5974 0.5252 4.9891 0.0 1.5 -0.1 -0.753
H 2.5661 2.0776 1.1140 -0.3 -0.7 -0.1 -0.293
C -2.5123 5.4990 -0.2037 -1.6 1.3 -3.3 -0.793
O 1.5823 3.2116 3.5159 1.2 0.4 0.5 -0.094
C -2.5678 4.4494 -1.3480 -0.8 -1.0 0.2 0.227
H 2.8297 0.2679 0.8336 0.4 0.0 0.7 0.198
O -3.9577 -3.5677 -3.4027 0.5 -0.5 0.5 -0.472
C -6.9957 -4.9778 -0.3407 -0.5 1.3 1.5 -0.957
H -7.5223 -2.8505 0.6495 -0.4 0.4 -0.6 0.405
C 7.6640 0.8022 3.9305 -1.0 -0.5 -0.8 -0.621
H 0.9864 3.1961 -0.4693 0.8 0.9 -0.5 -1.057
O 3.3569 0.9356 3.8675 -0.7 -0.4 0.3 0.066
Cl 7.7655 -4.8708 1.0504 -0.4 -0.1 0.0 -0.162
C -0.8407 -3.7489 0.3250 1.1 0.7 -0.2 0.426
C -1.7243 -0.1711 3.3013 0.0 -0.2 -2.4 0.046
H 3.0881 1.3714 -0.4279 0.5 0.5 -0.9 -0.008
C -0.4046 -5.1799 -2.4299 1.8 0.0 0.5 -0.252
C -2.5739 -0.5079 -1.2633 0.3 -2.1 1.6 -1.637
H -1.6677 -6.2163 0.8314 -0.3 0.3 -0.3 0.283
H -1.6986 -4.2099 -0.1341 -0.7 0.2 -0.1 0.279
C 2.2565 4.7781 0.3417 -0.2 0.6 0.6 0.522
H -6.7115 0.1754 -2.7842 0.2 0.3 0.6 0.228
H -4.9143 -1.9295 -2.5665 -0.2 -0.4 -0.5 -0.466
H -6.4145 -4.8141 0.6513 -0.4 -0.3 -1.8 0.317
H 6.9439 -2.8548 0.2439 0.0 0.0 -0.2 0.195
H -0.3940 -0.4931 -2.7128 0.4 0.6 0.1 0.225
H -1.7660 6.2585 -0.3673 0.9 0.0 0.0 0.347
H 3.8961 -0.8740 4.7456 0.1 -0.1 -0.5 0.306
C 3.3175 -0.4979 3.8842 -0.2 1.3 0.8 -0.887
H 3.1891 4.3185 0.0600 0.6 -0.4 0.5 0.089
H -3.2364 -3.4956 -1.4483 0.1 -0.1 -0.1 -0.334
H 1.6358 6.9120 0.6182 0.6 -0.4 -0.2 0.325
H -1.6069 -1.2172 2.9970 -0.1 0.0 0.0 0.069
H 6.0020 -4.2286 -0.4365 0.2 -0.3 -0.3 -0.062
H -1.2869 -4.5989 -2.4853 -0.9 0.7 -0.2 -0.256
C -5.0479 -2.6767 -3.3881 -0.1 0.5 -0.1 0.894
H -5.9731 -3.2530 -3.2213 0.1 0.3 0.2 0.340
H -0.6403 -6.1667 -2.0111 0.1 0.2 -0.1 0.256
N -2.2521 4.3739 2.0584 -0.1 -0.1 0.2 -0.527
H -3.8515 2.7779 -2.0385 0.2 0.0 -0.3 0.360
H -3.3545 -1.4957 -6.8168 -0.4 -0.5 -0.5 0.307
C -2.2215 0.6484 2.0686 1.2 -1.9 -0.9 1.745
H 2.4984 -3.7799 -2.2342 0.5 -0.3 0.3 0.151
H -1.9535 -5.3566 2.4142 0.3 -0.1 -0.5 0.265
O 0.6016 -4.5318 -1.5975 -0.6 -0.1 -0.2 -0.415
H 3.5992 3.2559 4.0432 -0.5 0.2 0.1 0.086
H -0.0636 -2.5159 -1.3252 -0.4 -0.9 -0.1 0.221
O 1.1195 0.9780 0.0315 -0.7 0.3 -0.4 0.090
H -0.5408 -6.4605 2.1119 -0.4 0.3 0.2 0.277
H 3.9722 1.7012 -3.0116 0.5 0.0 0.1 0.031
H -1.0451 -2.7547 0.8270 -0.2 -1.1 -0.5 -0.456
C 2.6631 1.5901 4.9318 0.1 0.1 0.5 -0.626
C 6.9715 1.1768 2.5754 0.7 -0.1 -0.5 -0.018
N 8.0638 3.3653 -3.4073 0.4 0.1 -0.4 -0.480
H -7.9797 0.0666 -3.8760 -0.5 -0.3 1.0 0.296
C 5.6203 1.1128 -1.6140 -0.8 -0.5 -0.8 -0.945
H -8.9186 -2.8940 -0.5317 0.4 0.0 0.4 0.268
Cl 4.5456 -2.6255 -2.3349 0.2 0.3 -0.2 -0.155
H -1.6529 3.8276 -1.3550 -0.4 0.3 0.0 -0.253
H 3.4130 -3.7654 -0.6364 -0.2 0.0 -0.6 0.000
H 3.6847 -0.7690 2.9116 0.4 -0.6 -0.2 0.107
H 8.3062 1.6170 4.2413 0.4 0.0 -0.1 0.321
C 2.6167 3.0591 4.5099 -0.5 -0.5 -0.6 -0.406
C -7.7952 0.0280 -2.7689 0.3 0.1 -1.9 -0.752
H -2.4825 -0.3924 -5.7963 -0.4 -0.7 0.3 0.205
H -0.1354 3.0967 4.6255 -0.5 -0.2 0.1 0.228
C -0.4025 0.0645 -1.7540 1.4 -1.1 0.6 -1.255
C 6.9235 3.3133 -3.3083 0.4 -0.4 0.9 0.034
H -2.7688 -0.9671 -2.2249 0.0 0.7 -0.7 0.837
H 5.3400 3.8072 -2.1261 -0.4 0.1 0.2 0.032
H 0.2787 4.7299 -0.6731 1.1 0.2 -0.1 -0.631
H -3.7113 -0.2760 4.0867 -0.9 -0.5 -0.3 0.375
C -5.2068 -1.9925 -4.7263 -1.1 0.3 -0.5 -1.042
H -1.9331 1.6725 2.1995 -0.2 0.7 -0.1 -0.134
C 2.4993 6.3031 0.2687 -0.9 -0.6 -0.6 -1.474
C -3.8077 -4.1572 -2.1118 -0.7 -0.1 0.1 0.644
N 5.7414 3.4670 2.6356 -0.5 1.1 0.0 -0.569
Cl 5.1431 -3.4636 1.6078 0.7 -0.3 -0.4 -0.169
O -0.2986 -4.6802 1.2504 -0.4 0.0 -0.1 -0.382
C 1.0455 0.1655 -1.1703 -1.4 0.6 1.1 0.215
H 7.0115 0.3650 5.9759 0.2 0.6 0.4 0.425
H -4.8064 -4.2725 -1.6345 0.6 -0.1 -0.3 -0.329
C -2.7193 -0.0609 4.3842 1.1 1.2 1.0 -1.460
H -3.3281 -5.1500 -2.1990 -0.2 0.6 0.0 0.370
C 0.4293 3.8202 4.0466 0.9 0.2 1.1 -0.380
H 2.2986 -0.8557 3.9907 -0.4 -0.1 0.0 0.353
H -2.8596 0.5071 -1.0551 -0.1 0.6 -0.6 0.236
H -2.3735 -0.7013 5.1522 -0.2 -0.6 1.3 0.481
H -6.2487 -1.6046 -4.7577 0.6 0.3 0.3 0.353
H -6.4503 -1.3173 -1.0858 1.9 0.2 0.0 -0.217
C 0.2055 -3.4383 -0.7732 -0.6 0.0 0.2 -0.313
H 5.5741 1.2812 -3.7257 -0.4 -0.5 -0.3 0.447
C 1.3023 4.2634 -0.6979 -2.4 -0.9 -0.6 2.084
H -2.7051 0.9668 4.7410 -0.2 0.1 0.3 0.313
H -7.8305 -0.5006 -0.4001 0.1 -1.1 0.4 0.473
O -1.1993 -0.7443 -0.8796 -0.8 1.4 -0.4 0.456
H -7.9369 -5.4207 -0.0491 -0.7 0.1 0.3 0.323
H -0.7064 0.1750 3.5140 -0.3 0.1 0.3 0.028
H 7.7068 1.1843 1.7320 -0.5 0.1 0.7 0.367
N 2.4339 4.1739 -3.0753 -0.6 0.4 0.5 -0.632
H -0.0922 4.1419 3.1788 -0.9 0.6 -0.2 -0.206
H -2.6548 -2.1651 -5.2235 -0.6 1.4 -1.2 0.183
C 3.4682 -3.8810 -1.7317 -0.1 -0.3 0.5 0.235
H 5.3763 1.6077 -0.6799 -0.1 0.3 0.0 0.093
H 2.4320 3.7858 5.3260 0.2 -0.6 -0.2 0.446
C -7.4841 -1.4051 -0.9533 -1.7 0.6 -1.5 0.154
H -0.8600 1.0239 -1.9078 -0.2 0.7 0.0 0.759
C -2.4047 4.9078 1.0551 0.1 -0.6 1.8 0.459
H 2.6735 6.5193 -0.8059 0.1 0.3 0.6 0.354
H -6.6314 -5.6521 -1.0565 1.4 -1.1 -0.4 0.305
H -5.2786 -2.7626 -5.5093 0.7 0.1 0.0 0.397
C 1.8596 4.3188 -2.0828 0.3 -0.8 0.4 0.158
H -2.6595 4.9573 -2.3118 0.3 0.1 0.2 0.441
H 1.9248 4.4136 1.3454 0.4 0.4 -0.7 -0.186
H 3.2541 1.5220 5.8579 0.0 -0.2 0.0 0.343
C 2.4770 1.2126 0.4317 -0.8 -0.6 0.1 -0.149
H -1.7017 0.2417 1.1526 -0.3 0.6 0.8 -0.851
H 0.0367 -5.2968 -3.4370 -0.3 0.0 0.5 0.323
H 3.3866 6.5230 0.8403 0.2 0.4 0.2 0.436
H 6.1887 0.4704 2.2634 0.2 -0.2 0.4 0.040
H 1.2714 -0.8637 -0.8793 0.7 0.0 -0.4 -0.137
H 6.6831 1.0688 -1.7424 0.7 0.0 0.3 0.551
H -4.8098 4.1288 -1.4065 1.5 -0.7 0.4 0.338
C 6.4991 -3.8236 0.4249 -0.5 0.8 0.9 0.169
H 1.7206 0.6794 -1.8414 0.2 -0.6 -0.8 0.229
H -3.9410 2.9433 -0.3329 0.2 0.4 0.2 0.272
```
Forces are in eV/Å.

Computed properties:
E_HOMO   -9.66 eV
HOMO-LUMO gap   10.074 eV
SMILES   CCCC#N.CCCC#N.CCCC#N.CCCC#N.CCCC#N.COCCOC.COCCOC.COCCOC.COCCOC.COCCOC.ClCCl.ClCCl
2S+1   1
Electronic energy   -123003.174 eV
Lowest unoccupied orbital energy   0.411 eV